w.
Formula: C2H3ClO2
Source: the OMol25 dataset
Level of theory: wB97M-V/def2-TZVPD

- SMILES: O=CCl.C=O
- Frontier orbital gap: 10.967 eV
- LUMO energy: 0.30 eV

Element x y z (Å)
C1 0.94 -0.41 0.29
C2 -1.78 -0.23 -0.86
O1 -0.16 -0.45 0.74
O2 -1.26 0.67 -1.40
Cl1 -1.75 -1.88 -1.69
H1 1.91 -0.16 0.69
H2 1.21 -0.90 -0.79
H3 -2.53 -0.23 0.00

---

x.
Formula: C2H3ClO2
Source: the OMol25 dataset
Level of theory: wB97M-V/def2-TZVPD

- SMILES: O=C(O)CCl
- Frontier orbital gap: 11.233 eV
- LUMO energy: 0.64 eV

Element x y z (Å)
C1 -0.62 -0.24 -0.25
C2 0.87 -0.29 0.51
H1 -1.84 1.18 -0.75
H2 0.77 0.49 1.28
H3 0.95 -1.29 0.96
O1 -0.96 1.08 -0.34
O2 -1.39 -0.95 -0.75
Cl1 2.21 0.02 -0.67

---

Stability, lowest: w

---

w.
Formula: CH4N3O
Source: the OMol25 dataset
Level of theory: wB97M-V/def2-TZVPD

- Total charge: +1
- Frontier orbital gap: 10.975 eV
- LUMO energy: -5.50 eV

Element x y z (Å)
C1 -1.77 0.56 0.08
N1 2.53 -0.66 -0.72
N2 -0.77 0.10 0.71
N3 1.55 -0.30 -0.35
O1 3.54 -0.95 -1.14
H1 -2.71 0.69 0.63
H2 -0.70 -0.51 1.63
H3 0.15 0.24 0.20
H4 -1.83 0.83 -1.04

---

x.
Formula: CH4N3O
Source: the OMol25 dataset
Level of theory: wB97M-V/def2-TZVPD

- Total charge: +1
- Frontier orbital gap: 9.063 eV
- LUMO energy: -6.40 eV

Element x y z (Å)
C1 0.18 -0.06 0.45
N1 -1.99 0.94 -0.63
N2 1.30 -0.69 0.91
N3 -0.22 0.03 -0.78
O1 -2.55 0.89 -1.61
H1 -0.49 0.34 1.14
H2 1.49 -0.48 1.95
H3 2.18 -0.80 0.35
H4 0.10 -0.15 -1.78

---

Stability, lowest: w

---

w.
Formula: C4H11O2P
Source: the OMol25 dataset
Level of theory: wB97M-V/def2-TZVPD

- SMILES: CCP(C)O.C=O
- Frontier orbital gap: 9.472 eV
- LUMO energy: 0.72 eV

Element x y z (Å)
C1 -0.22 -1.50 1.21
C2 -0.47 1.83 -1.30
C3 -0.64 -0.52 0.15
C4 3.50 -0.21 0.31
O1 -0.69 1.82 1.32
O2 3.39 -1.36 0.00
P1 0.26 1.15 0.22
H1 0.86 -1.75 1.18
H2 -0.21 -0.99 2.34
H3 -0.93 -2.40 1.18
H4 -0.82 2.87 -0.97
H5 0.36 2.01 -1.95
H6 -1.20 1.35 -1.94
H7 -1.66 -0.27 0.04
H8 -0.43 -1.02 -0.76
H9 2.63 0.40 0.79
H10 4.43 0.30 0.20
H11 -0.08 1.91 2.05

---

x.
Formula: C4H11O2P
Source: the OMol25 dataset
Level of theory: wB97M-V/def2-TZVPD

- Frontier orbital gap: 8.384 eV
- LUMO energy: 0.29 eV

Element x y z (Å)
C1 0.10 0.64 2.21
C2 -1.40 0.35 -1.74
C3 -1.03 0.56 1.14
C4 1.34 -1.64 -0.71
O1 0.58 1.85 -0.67
O2 2.67 -1.34 -0.67
P1 -0.14 0.55 -0.51
H1 -0.06 1.08 3.14
H2 0.36 -0.29 2.59
H3 1.03 0.98 1.61
H4 -1.15 1.19 -2.43
H5 -1.32 -0.72 -2.09
H6 -2.41 0.54 -1.35
H7 -1.71 1.40 1.13
H8 -1.48 -0.43 1.22
H9 1.09 -2.29 0.20
H10 0.89 -1.79 -1.75
H11 2.65 -0.63 -1.33

---

Stability, lowest: x

---

w.
Formula: CH5IN2S
Source: the OMol25 dataset
Level of theory: wB97M-V/def2-TZVPD

- Frontier orbital gap: 7.616 eV
- LUMO energy: -0.48 eV

Element x y z (Å)
C1 -0.01 -0.96 0.03
N1 0.62 0.56 -0.87
N2 -1.11 -0.65 0.80
S1 1.28 1.67 0.19
I1 -2.83 -0.05 -0.19
H1 -0.21 -1.65 -0.78
H2 0.85 -1.21 0.64
H3 -0.24 0.92 -1.28
H4 -0.90 0.07 1.49
H5 2.55 1.29 -0.03

---

x.
Formula: CH5IN2S
Source: the OMol25 dataset
Level of theory: wB97M-V/def2-TZVPD

- Frontier orbital gap (spin up / spin down): 7.889 / 6.658 eV
- LUMO energy (spin up / spin down): -1.31 / -2.22 eV

Element x y z (Å)
C1 1.63 0.73 -0.11
N1 -0.21 -0.54 0.87
N2 0.65 1.19 -0.76
S1 -1.43 -0.97 -0.01
I1 -4.36 -1.17 0.46
H1 1.81 0.65 0.98
H2 2.59 0.23 -0.54
H3 0.08 -1.22 1.48
H4 0.73 0.80 -1.72
H5 -1.48 0.30 -0.66

---

Stability, lowest: x

---

w.
Formula: C9H36O9
Source: the OMol25 dataset
Level of theory: wB97M-V/def2-TZVPD

- Frontier orbital gap: 9.066 eV
- LUMO energy: 0.46 eV

Element x y z (Å)
C1 13.54 13.34 5.42
O1 14.17 14.23 4.63
H1 14.30 13.10 6.17
H2 12.69 13.70 6.00
H3 13.28 12.42 4.90
H4 14.94 13.81 4.23
C2 15.89 18.07 2.09
O2 16.94 17.26 1.52
H5 16.03 17.99 3.17
H6 16.00 19.08 1.69
H7 14.92 17.76 1.72
H8 16.78 17.29 0.57
C3 20.14 15.19 2.15
O3 19.15 14.55 3.03
H9 20.99 14.54 1.95
H10 19.76 15.32 1.14
H11 20.45 16.19 2.46
H12 18.43 15.17 3.18
C4 16.98 15.75 4.69
O4 17.55 16.11 3.46
H13 16.43 16.56 5.17
H14 16.23 15.03 4.37
H15 17.68 15.18 5.30
H16 16.78 16.27 2.91
C5 15.10 12.56 3.06
O5 15.90 13.25 4.04
H17 14.50 13.30 2.53
H18 15.79 11.98 2.44
H19 14.54 11.72 3.47
H20 16.76 12.82 4.10
C6 13.49 16.35 3.33
O6 14.69 15.53 3.44
H21 12.63 15.78 3.69
H22 13.54 17.22 3.99
H23 13.24 16.72 2.33
H24 14.57 14.68 3.86
C7 20.19 14.58 5.74
O7 21.03 15.27 6.67
H25 19.72 13.73 6.23
H26 19.39 15.17 5.29
H27 20.77 14.24 4.88
H28 20.90 16.22 6.56
C8 15.09 19.65 4.42
O8 16.07 18.72 4.61
H29 14.82 20.10 5.37
H30 15.47 20.45 3.79
H31 14.23 19.15 3.96
H32 15.92 17.99 5.21
C9 18.04 12.81 3.44
O9 17.35 11.84 4.21
H33 17.66 13.81 3.64
H34 19.10 12.75 3.68
H35 17.88 12.69 2.37
H36 17.99 11.19 4.51

---

x.
Formula: C9H36O9
Source: the OMol25 dataset
Level of theory: wB97M-V/def2-TZVPD

- SMILES: CC(C)O.CC(C)O.CC(C)O.O.O.O.O.O.O
- Frontier orbital gap: 9.706 eV
- LUMO energy: 0.17 eV

Element x y z (Å)
O1 -2.18 1.00 -2.06
H1 -2.84 1.67 -2.26
H2 -1.46 1.13 -2.71
O2 0.00 1.25 -4.05
H3 0.57 0.69 -3.49
H4 -0.17 0.72 -4.83
O3 1.68 -0.71 -2.64
H5 0.83 -1.12 -2.39
H6 2.26 -0.86 -1.88
O4 0.04 -0.06 -0.08
H7 -0.92 -0.04 0.03
H8 0.21 0.47 -0.87
O5 2.87 -0.27 0.12
H9 1.97 -0.38 0.48
H10 3.41 -0.88 0.64
O6 -0.93 -1.45 -2.65
H11 -1.63 -0.79 -2.55
H12 -1.31 -2.14 -3.21
C1 4.49 3.63 0.30
C2 2.95 3.61 0.40
C3 2.26 3.19 -0.88
O7 2.58 2.77 1.49
H13 4.81 4.39 -0.41
H14 4.85 2.65 -0.01
H15 4.97 3.90 1.24
H16 2.73 4.64 0.71
H17 2.93 2.51 -1.42
H18 2.06 4.08 -1.48
H19 1.26 2.73 -0.84
H20 2.50 1.89 1.09
C4 1.26 -4.20 0.52
C5 0.19 -3.32 1.18
C6 -1.13 -3.48 0.45
O8 0.12 -3.69 2.56
H21 1.45 -3.81 -0.48
H22 0.97 -5.25 0.39
H23 2.20 -4.18 1.07
H24 0.50 -2.28 1.16
H25 -1.86 -2.76 0.83
H26 -1.60 -4.43 0.70
H27 -1.03 -3.32 -0.62
H28 -0.16 -4.61 2.60
C7 -2.50 1.28 2.66
C8 -3.47 0.18 2.25
C9 -4.64 0.72 1.46
O9 -2.67 -0.69 1.43
H29 -2.85 1.98 3.41
H30 -2.13 1.78 1.76
H31 -1.58 0.82 3.03
H32 -3.77 -0.38 3.14
H33 -4.30 1.13 0.50
H34 -5.09 1.59 1.94
H35 -5.39 -0.06 1.33
H36 -3.29 -1.25 0.94

---

y.
Formula: C9H36O9
Source: the OMol25 dataset
Level of theory: wB97M-V/def2-TZVPD

- SMILES: CO.CO.CO.CO.CO.CO.CO.CO.CO
- Frontier orbital gap: 10.262 eV
- LUMO energy: 0.48 eV

Element x y z (Å)
C1 -1.80 0.59 3.58
O1 -2.35 -0.58 4.18
H1 -0.96 0.34 2.94
H2 -2.58 1.11 3.01
H3 -1.42 1.32 4.30
H4 -3.25 -0.66 3.85
C2 2.18 0.49 -4.35
O2 1.10 0.25 -3.48
H5 2.46 -0.42 -4.88
H6 1.99 1.23 -5.13
H7 3.02 0.87 -3.77
H8 0.54 -0.50 -3.68
C3 1.37 -1.51 4.44
O3 0.12 -1.57 5.09
H9 1.21 -1.54 3.35
H10 1.93 -0.60 4.68
H11 2.04 -2.33 4.69
H12 -0.57 -1.08 4.62
C4 4.07 2.04 -1.42
O4 5.45 2.09 -1.68
H13 3.69 1.03 -1.46
H14 3.82 2.46 -0.44
H15 3.50 2.67 -2.12
H16 5.81 2.92 -1.37
C5 0.96 0.13 0.44
O5 0.61 1.06 -0.58
H17 2.04 -0.03 0.44
H18 0.51 0.39 1.39
H19 0.55 -0.87 0.21
H20 0.71 0.63 -1.44
C6 -1.32 2.72 -3.29
O6 -2.65 2.83 -2.83
H21 -0.62 2.88 -2.47
H22 -1.19 1.80 -3.87
H23 -1.06 3.48 -4.05
H24 -2.70 2.30 -2.02
C7 -1.50 -2.83 2.31
O7 -0.81 -3.92 1.73
H25 -2.42 -2.65 1.77
H26 -1.62 -2.91 3.39
H27 -0.84 -1.95 2.26
H28 -0.01 -4.12 2.23
C8 -2.55 2.85 0.45
O8 -2.14 1.62 -0.14
H29 -1.77 3.28 1.09
H30 -2.81 3.62 -0.27
H31 -3.33 2.64 1.18
H32 -1.16 1.61 -0.20
C9 -0.84 -3.86 -1.81
O9 -1.17 -3.43 -3.14
H33 -0.73 -2.98 -1.17
H34 -1.65 -4.48 -1.41
H35 0.06 -4.48 -1.78
H36 -1.93 -3.96 -3.40

---

Stability, lowest: w

---

w.
Formula: C8H13N3O6
Source: the OMol25 dataset
Level of theory: wB97M-V/def2-TZVPD

- Frontier orbital gap: 9.688 eV
- LUMO energy: 0.16 eV

Element x y z (Å)
C1 1.35 -1.40 0.29
C2 0.29 -0.18 0.34
C3 2.65 -0.99 -0.32
C4 3.50 0.08 0.40
C5 -1.57 0.83 -0.84
C6 -0.99 2.13 -0.54
C7 -2.64 0.73 0.33
C8 -3.50 -0.53 0.31
H1 -0.17 -2.61 -0.51
H2 1.31 -3.33 -0.90
H3 1.42 -1.92 1.28
H4 3.22 -1.75 -0.78
H5 2.42 -0.42 -1.10
H6 1.98 1.48 1.36
H7 3.77 2.13 1.16
H8 -0.49 -1.00 -1.39
H9 -2.01 0.61 -1.70
H10 -2.23 0.75 1.40
H11 -3.44 1.48 0.07
H12 -4.75 -1.78 1.19
H13 0.97 2.98 -0.43
N1 0.72 -2.21 -0.94
N2 3.02 1.08 1.27
N3 -0.54 -0.26 -0.72
O1 0.28 0.72 1.18
O2 4.62 0.23 0.03
O3 -1.84 3.14 -0.43
O4 -3.19 -1.46 -0.43
O5 -4.51 -0.63 1.28
O6 0.36 2.09 -0.86

---

x.
Formula: C8H13N3O6
Source: the OMol25 dataset
Level of theory: wB97M-V/def2-TZVPD

- SMILES: NC(=O)C[C@H](NC(=O)[C@@H](N)CC(=O)O)C(=O)O
- Frontier orbital gap: 10.395 eV
- LUMO energy: 0.23 eV

Element x y z (Å)
C1 0.07 1.77 -1.13
C2 0.42 0.37 -0.51
C3 -1.29 1.70 -1.92
C4 -2.34 1.26 -0.91
C5 1.64 -1.26 0.81
C6 2.29 -2.18 -0.24
C7 0.43 -1.83 1.41
C8 -0.28 -0.99 2.42
H1 1.39 2.52 -2.82
H2 1.98 1.29 -1.86
H3 -0.09 2.47 -0.35
H4 -1.15 1.28 -2.90
H5 -1.60 2.80 -2.07
H6 -3.24 1.52 0.77
H7 1.71 0.94 0.82
H8 2.35 -1.22 1.59
H9 0.95 -2.71 1.92
H10 -0.21 -2.16 0.50
H11 -2.29 -1.00 1.61
H12 -2.22 -0.76 3.17
H13 0.79 -1.60 -1.09
N1 1.45 2.15 -1.88
N2 1.36 0.11 0.37
N3 -1.67 -0.99 2.34
O1 -0.11 -0.61 -1.11
O2 -3.13 0.39 -1.19
O3 -2.47 1.94 0.29
O4 3.42 -2.56 -0.06
O5 0.25 -0.38 3.38
O6 1.58 -2.28 -1.38

---

Stability, lowest: w

---

w.
Formula: C10H11N4O
Source: the OMol25 dataset
Level of theory: wB97M-V/def2-TZVPD

- SMILES: CC(C)=C1N=Nc2c(/N=C\O)ccc[n+]21
- Total charge: +1
- Frontier orbital gap (spin up / spin down): 5.957 / 5.950 eV
- LUMO energy (spin up / spin down): -5.74 / -5.74 eV

Element x y z (Å)
C1 -2.61 -0.06 1.08
C2 -2.07 0.68 2.18
C3 -1.82 -0.46 0.00
C4 -0.76 1.09 2.14
C5 -0.07 0.71 0.95
C6 0.50 0.04 -1.06
C7 0.87 1.74 3.70
C8 0.71 -0.85 -2.58
C9 -0.26 -1.90 -2.84
C10 1.87 -0.58 -3.20
N1 1.16 1.21 0.64
N2 1.43 0.92 -0.62
N3 -0.25 1.88 3.10
N4 -0.55 -0.02 -0.09
O1 1.74 0.75 3.42
H1 -3.65 -0.32 1.01
H2 -2.69 0.90 2.98
H3 -2.22 -0.86 -0.89
H4 1.07 2.55 4.43
H5 -0.13 -2.64 -3.68
H6 -0.22 -2.64 -1.95
H7 -1.28 -1.39 -2.82
H8 1.84 -0.67 -4.23
H9 2.25 0.35 -2.76
H10 2.67 -1.24 -2.99
H11 2.46 0.85 4.09

---

x.
Formula: C10H11N4O
Source: the OMol25 dataset
Level of theory: wB97M-V/def2-TZVPD

- SMILES: O=C1/C=c2/cccc/c2=[NH+]/CN/N=C\N1
- Total charge: +1
- Frontier orbital gap (spin up / spin down): 7.103 / 7.103 eV
- LUMO energy (spin up / spin down): -5.68 / -5.68 eV

Element x y z (Å)
C1 3.40 0.95 0.64
C2 3.50 -0.27 -0.16
C3 2.17 1.56 0.62
C4 2.37 -0.94 -0.49
C5 0.92 0.98 0.16
C6 0.99 -0.39 -0.43
C7 -2.66 -0.03 1.44
C8 -1.53 1.54 -0.22
C9 -1.53 -1.34 -1.07
C10 -0.17 1.72 0.40
N1 -2.52 -1.25 1.18
N2 -0.03 -1.24 -0.80
N3 -2.56 0.89 0.39
N4 -2.26 -1.87 0.01
O1 -1.62 2.01 -1.35
H1 4.21 1.51 1.06
H2 4.38 -0.88 -0.11
H3 2.24 2.54 1.04
H4 2.41 -1.80 -1.30
H5 -2.80 0.10 2.42
H6 -1.79 -0.37 -1.38
H7 -1.66 -2.09 -1.90
H8 -0.03 2.67 0.97
H9 0.37 -2.17 -0.94
H10 -3.38 1.09 -0.20
H11 -2.42 -2.94 0.02

---

Stability, lowest: w

---

w.
Formula: C4H2F4
Source: the OMol25 dataset
Level of theory: wB97M-V/def2-TZVPD

- Frontier orbital gap (spin up / spin down): 6.019 / 6.036 eV
- LUMO energy (spin up / spin down): -3.62 / -3.62 eV

Element x y z (Å)
C1 0.32 0.13 0.20
C2 1.66 -0.03 0.12
C3 -0.90 0.82 -0.31
C4 -0.91 -0.25 0.68
F1 -1.36 0.67 -1.56
F2 -1.18 2.09 0.07
F3 -1.59 -0.85 1.60
F4 -0.45 -2.37 -0.91
H1 2.15 -0.82 0.65
H2 2.24 0.60 -0.54

---

x.
Formula: C4H2F4
Source: the OMol25 dataset
Level of theory: wB97M-V/def2-TZVPD

- SMILES: C#C[C@@H](F)C(F)(F)F
- Frontier orbital gap: 12.047 eV
- LUMO energy: 0.68 eV

Element x y z (Å)
C1 0.49 -2.24 -0.77
C2 0.25 -1.08 -0.77
C3 0.13 0.49 -0.58
C4 -0.42 0.87 0.84
F1 -0.69 1.12 -1.50
F2 -0.46 2.24 0.99
F3 -1.60 0.43 1.31
F4 0.47 0.45 1.82
H1 0.69 -3.22 -0.48
H2 1.14 0.94 -0.87

---

Stability, lowest: w